Density functional theory data (ωB97M-V with the def2-TZVPD basis set) for 9 unconnected molecules or ions with the total composition C42H77F12N14P2 in a non-equilibrium geometry.

Bonds (Å) are listed after each position.
Cartesian coordinates (Å):
1 H 1.186 -2.879 -3.130  C44 1.089
2 H 3.836 0.485 0.757  C9 1.088
3 H -0.776 -4.832 0.513  C79 1.090
4 C -4.914 3.696 -1.148  H14 1.077, C29 1.349, N97 1.373
5 H -3.059 4.597 1.575  C50 1.085
6 C -4.304 -3.159 1.545  H72 1.090, N91 1.478, C123 1.524, H143 1.087
7 H -0.500 2.992 -2.424  C71 1.091
8 H 3.875 6.486 1.964  C48 1.091
9 C 4.164 -0.551 0.698  H2 1.088, N13 1.461, H21 1.090, H23 1.091
10 H 1.441 2.072 2.020  C33 1.081
11 H -3.443 4.551 -5.218  C103 1.077
12 H 3.480 0.317 3.361  C77 1.084
13 N 5.619 -0.676 0.647  C9 1.461, C30 1.378, C94 1.336
14 H -5.306 4.610 -1.563  C4 1.077
15 H -0.238 -0.440 -5.660  C39 1.077
16 C 2.074 4.116 2.677  C33 1.359, N105 1.371, H116 1.076
17 F 3.664 -3.721 3.120  P115 1.633
18 C 2.580 -5.216 0.609  N35 1.374, H47 1.073, C64 1.359
19 H 0.047 -7.196 1.008  C41 1.076
20 F 4.246 -3.818 5.324  P115 1.595
21 H 3.768 -1.144 1.522  C9 1.090
22 H 3.905 5.778 4.923  C100 1.090
23 H 3.740 -1.000 -0.202  C9 1.091
24 H -9.156 -2.795 -0.128  C98 1.083
25 C -4.503 0.156 -0.529  C52 1.521, N75 1.466, H95 1.089, H120 1.091
26 H -5.964 5.484 -5.062  C54 1.087
27 F 0.883 1.196 0.013  P133 1.657
28 F 3.043 -1.923 5.739  P115 1.604
29 C -5.155 2.414 -1.492  C4 1.349, N75 1.382, H112 1.074
30 C 6.408 -0.871 1.760  N13 1.378, C74 1.358, H118 1.079
31 H -3.925 -0.445 -2.547  C52 1.092
32 H -3.002 -1.627 2.511  C123 1.086
33 C 2.019 2.759 2.621  H10 1.081, C16 1.359, N90 1.378
34 H -0.298 5.323 -3.268  C76 1.087
35 N 1.232 -5.438 0.748  C18 1.374, C41 1.331, C79 1.483
36 N 1.973 0.877 -3.669  C66 1.459, C70 1.376, C128 1.329
37 F 0.481 -0.346 1.780  P133 1.603
38 C -0.914 -2.425 -3.168  C44 1.519, H111 1.092, H113 1.092, H119 1.088
39 C 0.514 -0.136 -4.951  H15 1.077, N40 1.372, C70 1.359
40 N 0.947 -0.996 -3.975  C39 1.372, C44 1.466, C128 1.336
41 C 1.005 -6.748 0.807  H19 1.076, N35 1.331, N141 1.339
42 H -3.319 2.091 1.158  C130 1.080
43 H -4.619 -1.125 2.192  C123 1.098
44 C 0.476 -2.370 -3.779  H1 1.089, C38 1.519, N40 1.466, H132 1.089
45 N -7.871 -3.697 1.264  C98 1.470, C104 1.332, C144 1.374
46 H 8.047 -1.560 -2.632  C109 1.094
47 H 2.963 -4.218 0.510  C18 1.073
48 C 4.365 6.469 2.939  H8 1.091, C100 1.521, H117 1.090, H131 1.086
49 H 3.775 1.418 -2.763  C66 1.088
50 C -3.717 4.854 0.752  H5 1.085, H58 1.091, N97 1.454, H122 1.089
51 H 2.938 -9.036 1.899  C85 1.089
52 C -4.776 -0.514 -1.867  C25 1.521, H31 1.092, H62 1.088, H124 1.091
53 H 8.817 0.477 -1.367  C80 1.090
54 C -5.485 6.459 -5.126  H26 1.087, H56 1.086, H106 1.087, N146 1.473
55 C -2.561 6.739 -2.995  N65 1.387, C86 1.361, H101 1.076
56 H -5.378 6.755 -6.166  C54 1.086
57 H 2.795 -9.317 0.184  C85 1.089
58 H -4.604 5.339 1.162  C50 1.091
59 H -5.650 -5.011 3.228  C93 1.077
60 H -9.885 -3.243 1.471  C98 1.088
61 N 7.687 -0.630 -0.008  C74 1.369, C80 1.467, C94 1.331
62 H -5.006 -1.560 -1.677  C52 1.088
63 F 2.030 -3.712 4.755  P115 1.622
64 C 3.168 -6.439 0.662  C18 1.359, H138 1.077, N141 1.366
65 N -2.300 5.607 -3.753  C55 1.387, C76 1.476, C103 1.331
66 C 2.874 1.896 -3.142  N36 1.459, H49 1.088, H68 1.088, H107 1.086
67 H 0.422 -3.640 0.118  C79 1.093
68 H 2.408 2.446 -2.327  C66 1.088
69 H -4.281 8.103 -3.098  C86 1.077
70 C 1.142 1.053 -4.751  N36 1.376, C39 1.359, H87 1.076
71 C -1.376 3.642 -2.450  H7 1.091, C76 1.525, H99 1.096, H102 1.090
72 H -3.760 -4.023 1.924  C6 1.090
73 H 9.774 -0.533 -0.269  C80 1.085
74 C 7.701 -0.838 1.345  C30 1.358, N61 1.369, H142 1.077
75 N -4.504 1.621 -0.566  C25 1.466, C29 1.382, C130 1.332
76 C -1.155 4.705 -3.521  H34 1.087, N65 1.476, C71 1.525, H81 1.089
77 C 2.936 0.908 4.088  H12 1.084, H83 1.083, N90 1.472, H136 1.087
78 H 1.340 -9.238 1.189  C85 1.086
79 C 0.169 -4.409 0.853  H3 1.090, N35 1.483, H67 1.093, C114 1.507
80 C 8.869 -0.489 -0.865  H53 1.090, N61 1.467, H73 1.085, C109 1.520
81 H -0.983 4.230 -4.486  C76 1.089
82 H -8.290 -5.224 2.721  C144 1.077
83 H 1.941 0.506 4.237  C77 1.083
84 H 9.782 -1.500 -2.577  C109 1.089
85 C 2.326 -8.812 1.027  H51 1.089, H57 1.089, H78 1.086, N141 1.458
86 C -3.723 7.261 -3.473  C55 1.361, H69 1.077, N146 1.367
87 H 1.172 1.965 -5.320  C70 1.076
88 H -0.487 -2.992 2.332  C114 1.091
89 H -6.665 -2.301 0.157  C104 1.076
90 N 2.851 2.301 3.621  C33 1.378, C77 1.472, C126 1.333
91 N -5.731 -3.538 1.616  C6 1.478, C93 1.378, C104 1.334
92 F -1.151 0.736 -0.807  P133 1.642
93 C -6.233 -4.456 2.513  H59 1.077, N91 1.378, C144 1.350
94 C 6.421 -0.551 -0.413  N13 1.336, N61 1.331, H110 1.076
95 H -5.208 -0.196 0.222  C25 1.089
96 F 4.656 -1.907 4.098  P115 1.633
97 N -4.134 3.693 -0.018  C4 1.373, C50 1.454, C130 1.332
98 C -9.205 -3.526 0.671  H24 1.083, N45 1.470, H60 1.088, H134 1.089
99 H -2.203 2.967 -2.696  C71 1.096
100 C 3.423 5.829 3.947  H22 1.090, C48 1.521, N105 1.471, H125 1.089
101 H -1.844 6.970 -2.226  C55 1.076
102 H -1.605 3.969 -1.436  C71 1.090
103 C -3.324 5.412 -4.581  H11 1.077, N65 1.331, N146 1.334
104 C -6.746 -3.104 0.867  N45 1.332, H89 1.076, N91 1.334
105 N 3.055 4.456 3.571  C16 1.371, C100 1.471, C126 1.334
106 H -6.121 7.154 -4.584  C54 1.087
107 H 3.180 2.546 -3.956  C66 1.086
108 H 8.888 -2.570 -1.527  C109 1.094
109 C 8.897 -1.559 -1.945  H46 1.094, C80 1.520, H84 1.089, H108 1.094
110 H 6.130 -0.218 -1.394  C94 1.076
111 H -0.997 -1.727 -2.332  C38 1.092
112 H -5.659 2.071 -2.376  C29 1.074
113 H -1.684 -2.149 -3.893  C38 1.092
114 C 0.195 -3.839 2.248  C79 1.507, H88 1.091, H140 1.086, H147 1.090
115 P 3.354 -2.826 4.451  F17 1.633, F20 1.595, F28 1.604, F63 1.622, F96 1.633, F127 1.645
116 H 1.533 4.845 2.100  C16 1.076
117 H 5.273 5.865 2.916  C48 1.090
118 H 5.942 -0.905 2.733  C30 1.079
119 H -1.155 -3.427 -2.819  C38 1.088
120 H -3.501 -0.166 -0.243  C25 1.091
121 F -0.981 1.278 1.447  P133 1.627
122 H -3.231 5.586 0.109  C50 1.089
123 C -4.022 -1.997 2.490  C6 1.524, H32 1.086, H43 1.098, H129 1.089
124 H -5.588 -0.077 -2.451  C52 1.091
125 H 2.495 6.385 4.076  C100 1.089
126 C 3.511 3.337 4.139  N90 1.333, N105 1.334, H137 1.079
127 F 2.412 -1.839 3.531  P115 1.645
128 C 1.753 -0.325 -3.146  N36 1.329, N40 1.336, H139 1.075
129 H -4.383 -2.198 3.498  C123 1.089
130 C -3.890 2.423 0.304  H42 1.080, N75 1.332, N97 1.332
131 H 4.636 7.485 3.211  C48 1.086
132 H 0.518 -2.842 -4.760  C44 1.089
133 P -0.315 0.151 0.480  F27 1.657, F37 1.603, F92 1.642, F121 1.627, F135 1.618, F145 1.616
134 H -9.545 -4.484 0.283  C98 1.089
135 F 0.441 -0.917 -0.471  P133 1.618
136 H 3.498 0.895 5.017  C77 1.087
137 H 4.068 3.283 5.061  C126 1.079
138 H 4.200 -6.712 0.525  C64 1.077
139 H 2.312 -0.749 -2.332  C128 1.075
140 H 1.201 -3.498 2.474  C114 1.086
141 N 2.186 -7.378 0.807  C41 1.339, C64 1.366, C85 1.458
142 H 8.595 -1.022 1.916  C74 1.077
143 H -4.034 -3.021 0.500  C6 1.087
144 C -7.555 -4.580 2.268  N45 1.374, H82 1.077, C93 1.350
145 F -1.497 -0.893 0.833  P133 1.616
146 N -4.164 6.443 -4.475  C54 1.473, C86 1.367, C103 1.334
147 H -0.107 -4.528 3.038  C114 1.090

The value obtained for the frontier orbital gap is 9.39 eV. Its total charge is +5. As for the max |F|: 1.82 eV/A. As for the spin multiplicity: 1. The value obtained for the energy is -4293.1104 Ha. The value obtained for the HOMO energy is -0.688 Eh.

These are the Mulliken partial charges, in e, on atoms 1 to 99:
1 H 0.404
2 H 0.375
3 H 0.376
4 C -0.883
5 H 0.323
6 C -0.587
7 H 0.093
8 H 0.312
9 C -0.290
10 H 0.785
11 H 0.411
12 H 0.109
13 N 0.372
14 H 0.630
15 H 0.505
16 C -1.043
17 F -0.364
18 C -0.081
19 H 0.385
20 F -0.336
21 H -0.219
22 H 0.319
23 H 0.078
24 H 0.291
25 C 0.592
26 H 0.365
27 F -0.512
28 F -0.383
29 C -0.340
30 C -0.436
31 H 0.434
32 H 0.126
33 C -0.500
34 H 0.358
35 N 0.340
36 N 0.292
37 F -0.360
38 C -0.818
39 C -0.545
40 N 0.200
41 C -0.030
42 H 0.610
43 H 0.187
44 C -0.782
45 N 0.074
46 H 0.325
47 H 0.378
48 C -1.036
49 H 0.191
50 C -0.812
51 H 0.376
52 C -1.762
53 H 0.268
54 C -0.857
55 C -0.298
56 H 0.341
57 H 0.350
58 H 0.393
59 H 0.437
60 H 0.365
61 N 0.149
62 H 0.390
63 F -0.362
64 C -0.772
65 N 0.331
66 C -0.662
67 H -0.268
68 H 0.287
69 H 0.448
70 C -0.499
71 C -0.041
72 H 0.255
73 H 0.311
74 C -0.608
75 N 0.357
76 C -1.169
77 C -0.783
78 H 0.285
79 C -0.140
80 C -0.300
81 H 0.331
82 H 0.483
83 H 0.386
84 H 0.390
85 C -0.802
86 C -0.568
87 H 0.579
88 H 0.010
89 H 0.217
90 N 0.341
91 N 0.226
92 F -0.350
93 C -0.244
94 C -0.238
95 H 0.313
96 F -0.306
97 N 0.264
98 C -0.828
99 H 0.194